Entry 1:
Here is a 9-piece molecular cluster, C17H52N4O9 overall at a distorted geometry from OMol25. Energies are from ωB97M-V/def2-TZVPD.

```
! wB97M-V def2-TZVPD RIJCOSX def2/J DEFGRID3
* xyz 0 1
C -4.062 0.543 -2.767
O -3.187 -0.450 -2.390
H -3.576 1.521 -2.555
H -5.024 0.447 -2.264
H -4.191 0.616 -3.838
H -2.631 -0.801 -3.099
C 0.162 -2.487 4.399
O 0.246 -3.445 3.383
H 1.034 -1.906 4.372
H 0.032 -2.925 5.385
H -0.834 -2.023 4.242
H 0.752 -2.972 2.717
C 0.346 0.743 -3.991
O -1.012 0.994 -4.291
H 0.791 0.638 -4.930
H 0.429 -0.150 -3.381
H 0.661 1.502 -3.331
H -1.226 0.498 -5.019
C 3.030 1.501 -1.507
O 3.531 0.525 -2.402
N 3.184 1.446 -0.224
N 2.577 2.631 -1.964
H 3.389 0.510 0.089
H 2.840 2.253 0.409
H 2.333 2.635 -2.999
H 2.247 3.340 -1.377
C 2.577 -1.595 0.402
O 1.662 -2.122 1.322
N 3.652 -0.938 0.733
N 2.604 -1.794 -0.896
H 3.825 -0.943 1.767
H 4.445 -1.026 0.127
H 1.850 -2.412 -1.163
H 3.141 -1.299 -1.590
C -0.175 0.306 -0.438
C -1.144 -0.629 0.210
C -2.119 0.036 1.006
O -1.704 -1.465 -0.566
H 0.576 0.732 0.256
H -0.793 1.097 -0.876
H 0.350 -0.297 -1.190
H -0.599 -1.312 0.969
H -2.843 0.706 0.453
H -1.755 0.679 1.831
H -2.846 -0.706 1.530
H -2.295 -0.912 -1.119
C 0.859 -5.017 -2.719
C 0.176 -4.103 -1.695
C 0.614 -4.437 -0.267
O 0.285 -2.907 -1.860
H 0.823 -5.990 -2.393
H 1.875 -4.780 -2.787
H 0.484 -4.966 -3.695
H -0.920 -4.322 -1.739
H 0.620 -5.441 0.113
H -0.202 -3.993 0.348
H 1.613 -4.144 -0.047
H -0.500 -2.417 -1.560
C -3.629 3.604 -0.236
C -2.154 3.944 -0.110
C -1.443 3.987 -1.570
O -1.913 4.998 0.478
H -4.197 4.241 -0.867
H -3.937 3.646 0.812
H -3.819 2.573 -0.533
H -1.665 3.043 0.413
H -1.697 4.768 -2.235
H -1.589 3.053 -2.191
H -0.373 4.079 -1.527
H -0.988 4.956 0.733
C 0.235 1.424 5.209
C 1.375 1.133 4.280
C 0.844 0.953 2.847
O 2.259 2.021 4.124
H -0.494 2.036 4.815
H 0.650 1.812 6.130
H -0.317 0.533 5.505
H 1.774 0.155 4.587
H 1.642 0.746 2.154
H 0.217 1.647 2.486
H 0.238 0.083 2.820
H 3.001 1.793 4.743
*
```

## Properties
energy relative to the best compared isomer or geometry (same formula, charge and spin): 179.5 kcal/mol
F_max: 12.51 eV Å⁻¹
HOMO-LUMO gap: 9.259 eV
SMILES: NC(N)=O.NC(N)=O.CC(C)O.CC(C)O.CC(C)O.CC(C)O.CO.CO.CO
LUMO: 0.075 eV

---

Entry 2:
Here is a 9-piece molecular cluster, C17H52N6O9 overall at a distorted geometry from OMol25. Energies are from ωB97M-V/def2-TZVPD.

```
! wB97M-V def2-TZVPD RIJCOSX def2/J DEFGRID3
* xyz 0 1
C -0.315 -2.852 3.134
O -0.855 -4.105 2.787
H -1.084 -2.257 3.692
H 0.050 -2.250 2.317
H 0.525 -3.020 3.801
H -1.560 -3.952 2.120
C -2.830 -2.401 -0.606
O -1.704 -2.729 0.197
H -2.608 -2.677 -1.666
H -3.079 -1.307 -0.636
H -3.727 -2.901 -0.269
H -0.987 -2.187 -0.042
C 1.614 3.528 -1.333
O 0.979 3.338 -2.532
N 2.896 3.777 -1.152
N 0.978 3.577 -0.178
H 3.514 3.645 -1.997
H 3.354 3.900 -0.286
H -0.006 3.778 -0.419
H 1.346 4.330 0.461
C 0.135 1.456 2.295
O -0.944 2.358 2.293
N 1.080 1.565 1.448
N 0.140 0.449 3.134
H 1.000 2.423 0.755
H 2.024 1.097 1.422
H -0.611 0.425 3.835
H 0.978 -0.032 3.349
C -2.648 4.631 0.110
O -1.832 4.063 -0.776
N -3.516 5.575 -0.164
N -2.630 4.381 1.379
H -3.615 5.767 -1.144
H -4.151 5.995 0.553
H -2.027 3.545 1.682
H -3.496 4.652 1.811
C 3.209 0.598 -3.039
C 4.130 0.558 -1.830
C 3.869 -0.718 -0.968
O 5.380 0.587 -2.096
H 2.181 0.977 -2.849
H 3.034 -0.383 -3.482
H 3.711 1.234 -3.769
H 3.896 1.445 -1.319
H 2.830 -0.864 -0.623
H 4.479 -0.669 -0.106
H 4.220 -1.628 -1.465
H 5.413 1.275 -2.740
C 3.252 -5.524 -0.820
C 2.268 -4.334 -0.701
C 1.232 -4.506 -1.755
O 1.606 -4.338 0.367
H 3.621 -5.630 -1.838
H 2.768 -6.491 -0.672
H 4.034 -5.451 -0.062
H 2.796 -3.374 -0.752
H 0.383 -3.831 -1.619
H 0.820 -5.496 -1.768
H 1.728 -4.289 -2.669
H 2.097 -3.801 1.088
C -3.668 -0.448 2.238
C -3.955 1.081 2.251
C -4.267 1.704 0.866
O -4.899 1.360 3.011
H -2.800 -0.577 1.664
H -4.541 -0.999 1.910
H -3.468 -0.755 3.283
H -3.006 1.520 2.666
H -4.999 1.117 0.369
H -3.406 1.730 0.175
H -4.592 2.718 0.872
H -4.868 2.337 3.043
C 0.415 -1.097 -2.287
C 0.260 -0.216 -1.062
C -0.841 0.835 -1.225
O 0.063 -0.827 0.010
H 0.448 -0.525 -3.179
H -0.366 -1.785 -2.388
H 1.223 -1.685 -2.043
H 1.167 0.363 -0.906
H -1.678 0.377 -1.707
H -0.620 1.681 -1.849
H -1.169 1.359 -0.311
H 0.221 -0.203 0.710
*
```

## Properties
energy relative to the best compared isomer or geometry (same formula, charge and spin): 54.7 kcal/mol
F_max: 10.73 eV Å⁻¹
HOMO-LUMO gap: 8.972 eV
SMILES: NC(N)=O.NC(N)=O.NC(N)=O.CC(C)O.CC(C)O.CC(C)O.CC(C)O.CO.CO
LUMO: -0.105 eV

---

Question: The highest energy relative to the best compared isomer or geometry (same formula, charge and spin) belongs to which entry?
Answer: C17H52N4O9

---

Question: Which value of energy relative to the best compared isomer or geometry (same formula, charge and spin) does entry 2 give?
Answer: 54.7 kcal/mol

---

Question: LUMO of number 2 (C17H52N6O9)?
Answer: -0.105 eV

---

Question: What is the formula in the second record?
Answer: C17H52N6O9